Record 1
The following is a quantum chemistry calculation of a structure of composition C41H41ClFMoN3O6S3, from the OMol25 dataset.

The electronic energy comes out at -4025.2219 a.u. Its largest force on an atom is 4.84 eV/Å. The charge is +1. The multiplicity is 4. Its energy above the lowest of the compared OMol25 structures with the same formula, charge and spin is 0.000 eV. The orbital gap (alpha / beta) comes out at 0.25846 / 0.23025 hartree.

Structure (XYZ):
```
97
Properties=species:S:1:pos:R:3:forces:R:3
Mo -1.76037 2.81315 1.30944 -0.23 0.51 -3.43
C 4.75976 5.87048 -1.10361 1.46 -0.72 -0.88
C 4.84598 4.39901 -0.58366 2.68 1.26 -0.81
C 5.73121 3.57967 -1.52596 0.17 -0.23 -0.91
C 5.84206 2.09940 -1.14537 1.79 0.20 1.45
C 4.62203 1.54993 -0.44649 -0.04 -1.07 0.67
C 4.60427 0.20031 -0.02081 0.63 0.45 -0.01
C 3.46775 -0.35861 0.57653 -1.29 1.55 1.44
F 3.46361 -1.62441 1.08554 0.25 1.13 -0.72
C 2.33454 0.46527 0.88624 1.80 -0.32 -1.44
C 2.32560 1.83741 0.43156 0.97 -1.27 0.57
C 1.10859 2.62846 0.44028 -1.68 -1.84 -1.58
O -0.02880 1.91821 0.50541 1.57 2.11 1.31
C 1.16091 3.95627 0.00124 1.25 0.57 1.23
C 2.42742 4.47255 -0.34267 1.08 1.21 -1.58
N 3.59583 3.74841 -0.45376 -4.53 -0.22 1.15
C 3.53947 2.37655 -0.10694 -0.60 -0.02 -0.71
C 0.02910 4.95768 0.05541 -1.71 1.49 -2.02
O 0.21647 6.05276 -0.47995 0.25 -1.27 1.07
O -1.19614 4.62990 0.47588 1.87 -0.91 0.35
H 5.78636 6.33246 -1.23872 -0.95 -0.91 0.44
H 4.25907 6.48661 -0.38199 -0.50 0.49 -0.05
H 4.35477 5.88126 -2.14658 -0.22 0.15 1.03
H 5.33159 4.39397 0.39774 -0.13 0.13 0.13
H 6.77437 4.01642 -1.55747 -1.36 -0.32 -0.28
H 5.21664 3.60731 -2.50424 0.58 0.38 0.08
H 6.69032 2.08679 -0.39951 -0.78 -0.30 -0.39
H 6.25846 1.45703 -1.95824 -0.85 0.50 0.38
H 5.59178 -0.31256 -0.02689 -1.11 -0.08 -0.37
H 1.54931 -0.01240 1.46142 -0.27 0.37 -0.31
H 2.51696 5.57223 -0.76238 -0.56 -2.49 1.37
O 0.63148 -3.78711 -0.86970 0.04 -0.89 0.18
S 0.52925 -5.26885 -0.62268 0.18 0.16 0.09
C 1.22146 -5.61246 1.06439 0.97 -1.25 0.68
C 0.22803 -5.39875 2.18648 -0.32 3.59 0.71
C -0.91755 -6.17495 2.42059 1.61 -1.12 -0.97
C -1.82065 -5.84411 3.40306 -0.52 0.58 -0.13
C -1.73166 -4.56320 3.98391 -0.79 -1.62 0.35
C -0.67763 -3.72114 3.79595 2.04 0.68 -1.16
C 0.34187 -4.13501 2.92672 0.56 -1.30 -0.82
C 1.85303 -6.15679 -1.63746 -0.50 -1.10 0.09
C 3.10262 -5.37592 -1.71817 0.88 0.73 -0.32
C 3.05948 -4.19309 -2.49232 -0.73 -0.20 0.77
C 4.06226 -3.24446 -2.41985 0.05 -0.89 0.49
C 5.16253 -3.58688 -1.70133 2.91 0.57 1.65
C 5.33586 -4.82914 -1.02675 1.32 0.43 -0.49
C 4.29497 -5.72167 -1.01416 -1.09 0.43 -1.15
H 2.16552 -5.01666 1.23411 -1.04 -0.50 -0.39
H 1.49341 -6.70624 1.10979 -0.09 0.95 -0.52
H -0.98901 -7.11534 1.82983 -0.20 0.65 0.60
H -2.63845 -6.55601 3.63604 0.53 0.82 -0.08
H -2.50257 -4.32035 4.65798 -0.82 0.49 0.81
H -0.51846 -2.71001 4.21873 -0.68 -0.87 0.12
H 1.27105 -3.49295 2.84263 -1.22 -0.90 -0.22
H 1.45956 -6.37180 -2.63477 -0.44 0.67 0.05
H 1.90695 -7.19529 -1.24130 0.32 0.78 0.33
H 2.17653 -3.88972 -3.03860 -0.25 -0.49 0.04
H 3.99101 -2.25900 -2.82395 -0.20 0.30 -0.53
H 5.98561 -2.81685 -1.58221 -0.90 -1.07 -0.28
H 6.35219 -5.14118 -0.62185 -1.54 0.72 -0.37
H 4.41709 -6.71605 -0.62397 -0.14 -0.15 0.44
S -1.08005 3.57577 4.60946 -0.41 -0.44 -2.35
C -1.32402 3.23869 3.08249 1.02 0.82 4.66
C -5.37954 0.49708 1.89668 0.54 -1.12 -0.53
N -4.60370 -0.40561 1.00398 1.08 0.33 -0.50
C -5.21900 -1.66645 0.61208 -0.59 0.28 0.22
C -3.26664 -0.24406 0.78713 -0.30 0.78 1.32
S -2.31564 0.59911 2.10074 -1.27 -1.10 -0.51
N -2.59776 -0.77511 -0.23502 -0.82 0.64 0.26
C -1.15523 -0.84414 -0.14216 1.89 -0.93 -0.70
C -3.20635 -1.05494 -1.57138 -0.20 0.93 0.34
H -5.11191 0.31735 2.91559 0.42 0.20 0.72
H -6.42722 0.23777 1.83321 -0.19 0.05 -0.45
H -5.20240 1.50468 1.58998 0.02 0.68 0.10
H -4.82451 -2.48275 1.20760 0.22 -0.24 -0.02
H -5.06557 -1.82991 -0.44243 -0.31 -0.51 0.01
H -6.28490 -1.58793 0.83847 0.15 -0.11 -0.29
H -0.66207 0.12654 -0.30863 -0.44 -0.39 -0.19
H -0.80562 -1.58055 -0.91596 -0.27 0.65 0.74
H -0.76454 -1.19467 0.84374 -0.77 0.06 -0.77
H -4.25488 -0.65341 -1.53478 1.11 -0.61 -0.32
H -3.12855 -2.14117 -1.70843 -0.35 0.35 -0.39
H -2.67977 -0.49254 -2.40431 -0.28 -0.70 1.25
Cl -8.10707 5.77209 -3.44745 0.10 -0.36 0.57
C -7.04071 4.96634 -2.33719 0.45 -0.20 1.71
C -6.10300 4.05412 -2.82690 -0.96 1.26 -2.87
C -5.05484 3.57182 -2.11563 -0.45 -0.94 1.38
C -4.93818 3.97672 -0.77711 -0.72 1.05 0.62
C -5.92779 4.77330 -0.18758 -1.00 -0.06 -1.13
C -7.04000 5.19319 -0.93193 -0.33 0.88 -0.70
C -3.84722 3.54092 0.07172 0.40 -2.76 -1.05
O -3.06389 2.65296 -0.45393 0.50 0.53 0.54
O -3.69450 3.76310 1.30185 0.17 0.64 0.43
H -6.15063 3.88261 -3.93110 -0.02 -0.24 1.11
H -4.57313 2.69222 -2.52228 0.87 0.51 0.07
H -5.92231 5.06399 0.84823 0.42 -0.13 0.23
H -7.84152 5.79238 -0.43131 0.85 -0.55 -0.69
```
Positions in Å, forces in eV/Å.

***

Record 2
The following is a quantum chemistry calculation of the molecule C5H3N3, from the OMol25 dataset.

The electronic energy comes out at -356.3625 a.u. Its largest force on an atom is 5.16 eV/Å. The multiplicity is 1. Its energy above the lowest of the compared OMol25 structures with the same formula, charge and spin is 5.703 eV. The orbital gap comes out at 0.32426 hartree.

Structure (XYZ):
```
11
Properties=species:S:1:pos:R:3:forces:R:3
C -2.92394 -0.31731 0.00648 1.78 0.56 2.16
C -1.72080 -0.56584 -0.27632 -2.74 0.04 1.09
C -0.20160 -0.56402 -0.35256 -0.09 -3.56 1.95
C 0.30005 0.66232 -0.19894 -0.63 4.95 1.32
C 1.67233 0.89320 -0.06488 -1.53 -3.86 -0.20
H -3.89205 0.08442 0.78915 3.39 -1.67 -3.34
H -0.58723 1.32555 0.10749 2.07 0.26 -1.15
H 2.29296 1.72051 0.04692 0.10 1.81 0.16
N 2.42358 -0.23786 -0.02662 2.41 4.21 -0.69
N 1.97677 -1.38645 0.00540 -2.70 -3.02 0.69
N 0.65994 -1.61453 -0.03611 -2.06 0.29 -1.99
```
Positions in Å, forces in eV/Å.

***

Record 3
The following is a quantum chemistry calculation of a cluster of 3 separate species, C5H10O2 in total, from the OMol25 dataset.

The electronic energy comes out at -346.8404 a.u. Its largest force on an atom is 0.60 eV/Å. The multiplicity is 1. Its energy above the lowest of the compared OMol25 structures with the same formula, charge and spin is 5.036 eV. The orbital gap comes out at 0.36961 hartree.

Structure (XYZ):
```
17
Properties=species:S:1:pos:R:3:forces:R:3
O 2.62573 0.52628 0.55148 0.26 -0.47 -0.25
C 2.51873 -0.38033 -0.23617 0.28 0.26 0.23
C 0.07501 -1.36706 0.00595 -0.34 -0.03 0.08
C -0.75630 -0.34236 0.08623 -0.02 -0.42 0.08
C -1.83942 0.25172 -0.77583 -0.03 -0.16 -0.32
O -2.29212 1.05130 0.33067 -0.18 0.13 0.02
C -1.25606 0.54514 1.19481 0.16 -0.10 0.32
H 1.08544 1.63618 -0.20146 -0.16 0.24 -0.16
H 2.76230 -1.42123 0.04348 0.09 0.09 -0.04
H 2.18972 -0.23401 -1.28359 0.06 0.13 0.16
H 0.61828 -1.69787 0.88518 -0.04 0.03 -0.11
H 0.20735 -1.92643 -0.91662 -0.08 0.02 0.13
H 0.43111 1.65366 -0.55586 0.09 0.28 -0.13
H -2.57767 -0.49834 -1.08510 -0.04 0.18 -0.01
H -1.55859 0.86433 -1.64264 0.07 -0.11 0.17
H -0.58696 1.34325 1.54070 -0.05 -0.19 -0.11
H -1.64655 -0.00424 2.05877 -0.08 0.13 -0.05
```
Positions in Å, forces in eV/Å.